[1]
Here is 2 unconnected molecules or ions with the total composition C2H3P at a distorted geometry from OMol25. Energies are from ωB97M-V/def2-TZVPD.

For the lowest unoccupied orbital energy (spin up / spin down), the calculation gives -0.431 / -1.339 eV. The calculation puts the total energy at -419.08672 hartree. Its HOMO energy (spin up / spin down) is -8.57 / -9.03 eV. For the energy relative to the best compared isomer or geometry (same formula, charge and spin), the calculation gives 4.8076 eV. The calculation puts the HOMO-LUMO gap (spin up / spin down) at 8.14 / 7.69 eV.

Geometry (Å):
C1 -0.249 0.659 0.213
H1 0.322 -1.164 -0.893
P1 -1.911 0.075 0.133
H2 0.494 -1.303 0.965
H3 1.295 2.474 -0.503
C2 0.049 -0.740 0.086

Population analysis type natural (NBO), resulting atomic charges in e:
1 C -0.320
2 H 0.213
3 P 0.425
4 H 0.215
5 H 0.022
6 C -0.556



[2]
Here is 7 unconnected molecules or ions with the total composition C19H52IO6Si at a distorted geometry from OMol25. Energies are from ωB97M-V/def2-TZVPD.

For the lowest unoccupied orbital energy, the calculation gives 1.955 eV. The calculation puts the total energy at -1793.65370 hartree. Its HOMO energy is -1.70 eV. The net charge is -1. The calculation puts the HOMO-LUMO gap at 3.65 eV.

Geometry (Å):
H1 -2.372 -7.034 0.424
C1 6.254 3.003 1.874
H2 5.410 3.280 0.145
H3 0.645 1.239 2.790
H4 6.513 4.656 3.250
O1 -5.832 0.505 -3.273
H5 0.551 1.360 -0.034
Si1 -1.255 -4.868 1.261
C2 0.393 -5.309 2.175
C3 5.844 4.350 2.442
H6 -1.887 -3.816 -2.256
H7 10.922 3.835 1.619
H8 -1.682 3.625 -0.553
H9 5.863 5.119 1.665
H10 -3.845 0.083 -5.024
C4 -6.012 -1.024 -0.683
H11 11.911 2.509 2.263
O2 5.367 2.610 0.830
C5 -2.114 -3.549 2.336
I1 0.477 -1.527 -1.867
O3 -5.297 -2.042 0.019
C6 -1.902 -1.169 -0.001
H12 7.270 3.041 1.477
C7 -4.567 0.848 -5.312
O4 9.008 2.280 0.560
H13 -3.062 -3.179 1.921
H14 10.218 0.856 1.425
C8 2.340 2.015 1.704
H15 -3.354 -6.145 1.650
H16 0.983 -5.932 1.487
H17 6.213 2.234 2.647
H18 -2.906 -3.634 -0.822
C9 -2.962 3.022 -2.186
H19 2.061 3.065 1.828
H20 9.463 2.019 2.527
H21 -3.277 4.037 -2.458
H22 11.675 2.693 0.514
H23 3.082 1.756 2.462
C10 11.191 2.785 1.490
H24 -7.003 -1.409 -0.951
H25 -5.509 1.359 -2.962
C11 -1.573 -1.946 -1.294
H26 -5.153 0.610 0.430
H27 -4.179 1.807 -4.960
C12 -5.921 0.558 -4.692
H28 -6.296 -0.408 -5.031
H29 -0.850 3.483 -2.115
H30 -6.681 1.010 -0.382
H31 4.823 4.309 2.827
H32 -2.231 -1.549 -2.086
C13 -6.140 0.231 0.159
H33 -5.782 -2.235 0.824
H34 -5.469 -0.812 -1.595
H35 -4.021 2.959 -0.553
C14 -0.771 -4.311 -0.461
H36 -0.659 -5.242 -1.063
H37 2.802 1.920 0.721
H38 -1.970 -0.092 -0.216
C15 -1.876 -3.480 -1.200
H39 -2.884 -1.479 0.383
H40 -1.459 -2.708 2.599
H41 1.389 0.073 1.682
H42 9.431 2.174 -0.295
H43 -2.377 -4.039 3.300
O5 0.144 1.472 0.832
O6 -3.960 2.433 -1.353
C16 1.115 1.125 1.812
H44 -1.973 -7.059 2.209
H45 -2.902 2.425 -3.096
H46 -6.649 1.328 -4.976
H47 -1.178 -1.328 0.805
C17 -2.333 -6.456 1.351
H48 -6.670 0.018 1.093
C18 9.953 1.909 1.560
H49 -4.632 0.877 -6.402
H50 -1.322 2.036 -1.203
H51 0.155 -5.856 3.103
H52 0.900 -4.353 2.359
C19 -1.622 3.046 -1.478

Population analysis type Mulliken, resulting atomic charges in e:
1 H 0.329
2 C 0.058
3 H 0.288
4 H 0.302
5 H 0.347
6 O -0.408
7 H 0.193
8 Si 0.436
9 C -1.111
10 C -1.071
11 H 0.345
12 H 0.283
13 H 0.301
14 H 0.320
15 H 0.240
16 C -0.087
17 H 0.325
18 O -0.490
19 C -0.890
20 I -0.153
21 O -0.401
22 C 0.091
23 H -0.001
24 C -0.949
25 O -0.522
26 H 0.101
27 H 0.293
28 C -0.911
29 H 0.287
30 H 0.278
31 H 0.310
32 H 0.179
33 C -0.201
34 H 0.226
35 H 0.264
36 H 0.288
37 H 0.309
38 H 0.319
39 C -1.057
40 H 0.284
41 H 0.165
42 C -0.064
43 H 0.087
44 H 0.211
45 C -0.255
46 H 0.326
47 H 0.401
48 H 0.324
49 H 0.241
50 H 0.369
51 C -0.920
52 H 0.236
53 H 0.092
54 H 0.238
55 C -0.497
56 H 0.103
57 H 0.328
58 H -0.268
59 C -0.737
60 H -0.075
61 H 0.276
62 H 0.280
63 H 0.271
64 H 0.349
65 O -0.364
66 O -0.389
67 C -0.427
68 H 0.253
69 H 0.165
70 H 0.250
71 H 0.055
72 C -1.147
73 H 0.455
74 C -0.159
75 H 0.381
76 H -0.017
77 H 0.287
78 H 0.243
79 C -0.809



[3]
Here is 7 unconnected molecules or ions with the total composition C27H33F7O21P at a distorted geometry from OMol25. Energies are from ωB97M-V/def2-TZVPD.

For the lowest unoccupied orbital energy, the calculation gives 1.187 eV. The calculation puts the total energy at -3669.09335 hartree. Its HOMO energy is -4.66 eV. The net charge is -1. The calculation puts the HOMO-LUMO gap at 5.85 eV.

Geometry (Å):
H1 7.417 -3.688 1.887
H2 0.150 3.396 -1.701
O1 -5.322 -1.545 4.409
H3 5.352 -2.815 2.379
O2 -1.587 -4.320 -3.869
H4 6.081 0.333 2.438
H5 -3.545 0.030 -0.267
C1 -1.714 1.229 -0.241
H6 3.182 -1.587 -0.063
O3 -3.518 3.181 -2.353
O4 -1.122 8.860 -0.359
H7 -5.680 0.297 5.317
O5 4.320 -4.667 -0.012
H8 -3.630 -2.462 1.160
C2 -1.473 7.850 0.492
C3 6.834 -3.967 0.991
O6 -4.412 -3.459 3.662
O7 -1.865 1.915 -1.490
O8 3.189 5.787 -1.850
H9 -2.961 -2.845 -4.272
C4 -5.984 1.151 4.727
C5 -3.110 2.463 -1.504
C6 -2.004 -3.214 -4.648
C7 2.911 -2.605 0.280
H10 -1.136 0.323 -0.362
O9 -3.832 2.062 -0.414
H11 5.068 -2.657 0.252
H12 2.474 -4.421 -0.745
C8 -3.140 0.959 0.143
H13 1.270 6.720 -0.510
H14 -0.112 6.607 -1.619
C9 -5.862 0.966 3.241
C10 0.266 7.085 -0.712
F1 -3.309 0.968 1.489
H15 6.996 -5.060 0.869
H16 -0.062 -2.435 -5.214
O10 -5.354 -2.046 2.204
F2 0.346 9.030 -2.063
H17 0.851 -3.315 0.758
C11 1.336 -2.595 0.091
P1 4.941 -3.682 1.285
C12 -4.565 -2.949 1.447
H18 2.352 2.596 -3.694
H19 8.790 -1.624 -0.179
C13 -7.999 0.708 3.883
O11 -2.395 7.887 1.234
F3 -5.306 2.256 5.143
C14 -5.060 -2.281 3.513
C15 7.695 -1.755 -0.195
C16 0.198 8.587 -0.790
H20 -3.465 -4.648 2.236
C17 1.168 3.064 -1.906
C18 0.776 -1.208 0.325
H21 -5.230 -4.812 2.329
O12 -0.616 6.802 0.377
C19 2.500 4.859 -2.120
H22 1.276 2.033 -1.574
F4 -5.249 -3.302 0.331
O13 -0.459 -4.414 -1.912
O14 3.313 -2.981 1.550
C20 7.171 -1.041 0.997
H23 -1.207 1.879 0.474
C21 7.387 -3.296 -0.283
O15 2.013 4.599 -3.367
C22 6.571 -0.354 1.781
H24 -1.168 -1.208 -4.565
F5 0.487 3.144 -4.174
C23 -4.397 -4.109 2.390
H25 1.123 -2.816 -0.964
C24 -0.858 -2.248 -4.491
H26 6.692 -3.459 -1.120
H27 0.908 9.104 -0.142
O16 0.089 -0.866 1.230
H28 4.820 -4.697 2.296
C25 -0.777 -3.824 -2.887
O17 -7.119 0.371 2.906
O18 -0.390 -2.552 -3.177
F6 1.135 -0.265 -0.626
O19 2.094 3.923 -1.230
H29 3.830 -3.474 -1.633
H30 -5.761 1.918 2.715
H31 8.354 -3.778 -0.517
O20 -7.377 1.373 4.898
C26 3.390 -3.809 -0.681
H32 -5.039 0.324 2.962
O21 -9.159 0.457 3.857
C27 1.556 3.257 -3.347
H33 7.341 -1.291 -1.127
F7 -2.151 -3.611 -5.936

Population analysis type Mulliken, resulting atomic charges in e:
1 H 0.440
2 H 0.006
3 O -0.475
4 H -0.051
5 O -0.353
6 H 0.371
7 H 0.325
8 C 0.233
9 H 0.115
10 O -0.542
11 O -0.321
12 H 0.300
13 O -0.494
14 H 0.280
15 C 0.620
16 C -1.120
17 O -0.359
18 O -0.263
19 O -0.529
20 H 0.272
21 C 0.557
22 C 0.551
23 C 0.329
24 C 0.335
25 H -0.471
26 O -0.338
27 H -0.374
28 H 0.393
29 C 0.454
30 H 0.088
31 H 0.191
32 C -0.184
33 C -0.142
34 F -0.317
35 H 0.470
36 H 0.266
37 O -0.179
38 F -0.284
39 H 0.476
40 C -0.375
41 P 0.499
42 C 0.344
43 H 0.336
44 H 0.322
45 C 0.661
46 O -0.503
47 F -0.308
48 C 0.606
49 C -0.650
50 C 0.380
51 H 0.305
52 C 0.353
53 C 0.225
54 H 0.287
55 O -0.329
56 C 0.604
57 H -0.110
58 F -0.307
59 O -0.436
60 O -0.429
61 C -0.192
62 H 0.266
63 C -0.421
64 O -0.338
65 C -0.130
66 H 0.276
67 F -0.285
68 C -0.518
69 H 0.039
70 C -0.465
71 H 0.128
72 H 0.282
73 O -0.543
74 H -0.118
75 C 0.648
76 O -0.331
77 O -0.251
78 F -0.156
79 O -0.306
80 H 0.169
81 H 0.325
82 H 0.392
83 O -0.354
84 C -0.492
85 H -0.089
86 O -0.538
87 C 0.297
88 H 0.246
89 F -0.293



[4]
Here is a molecular structure, C8H10FeO5S at a distorted geometry from OMol25. Energies are from ωB97M-V/def2-TZVPD.

The spin multiplicity is 5. For the lowest unoccupied orbital energy (spin up / spin down), the calculation gives -9.333 / -11.910 eV. The calculation puts the total energy at -2347.96867 hartree. Its HOMO energy (spin up / spin down) is -16.71 / -18.14 eV. The net charge is +2. Its expectation value of S² is 6.133. The calculation puts the HOMO-LUMO gap (spin up / spin down) at 7.38 / 6.23 eV.

Geometry (Å):
H1 2.700 -2.082 1.876
C1 -1.047 -2.442 2.221
H2 2.567 0.053 0.666
C2 0.634 2.542 -0.776
H3 1.210 2.923 -1.631
O1 0.797 0.511 -2.542
H4 -2.407 1.112 -1.147
C3 -0.716 -1.585 -0.461
C4 1.936 -0.770 0.270
Fe1 0.156 -1.463 1.187
O2 -2.757 -0.223 1.002
C5 1.948 -1.989 1.057
H5 -1.707 0.920 -2.792
H6 2.071 -0.819 -0.829
H7 -0.216 3.189 -0.513
S1 0.042 0.930 -1.322
H8 1.271 2.377 0.104
C6 -0.128 0.192 1.975
O3 -1.211 -1.901 -1.473
O4 -1.827 -3.062 2.841
H9 1.828 -2.936 0.485
H10 -1.752 2.528 -2.026
C7 -1.726 -0.751 1.257
C8 -1.634 1.457 -1.845
O5 -0.032 1.289 2.418

Population analysis type natural (NBO), resulting atomic charges in e:
1 H 0.312
2 C 0.541
3 H 0.251
4 C -0.799
5 H 0.309
6 O -0.557
7 H 0.275
8 C 0.504
9 C -0.431
10 Fe 0.324
11 O -0.373
12 C -0.560
13 H 0.291
14 H 0.257
15 H 0.290
16 S 1.372
17 H 0.270
18 C 0.523
19 O -0.363
20 O -0.292
21 H 0.279
22 H 0.296
23 C 0.422
24 C -0.791
25 O -0.351



[5]
Here is 2 unconnected molecules or ions with the total composition C11H14N2O at a distorted geometry from OMol25. Energies are from ωB97M-V/def2-TZVPD.

For the lowest unoccupied orbital energy, the calculation gives 0.727 eV. The calculation puts the total energy at -612.28787 hartree. Its HOMO energy is -8.37 eV. For the energy relative to the best compared isomer or geometry (same formula, charge and spin), the calculation gives 1.7110 eV. The calculation puts the HOMO-LUMO gap at 9.10 eV. As for the SMILES: Cc1ccc(O)cc1.Cc1c[nH]cn1.

Geometry (Å):
H1 -2.141 -4.248 -2.198
H2 2.930 1.200 0.701
C1 -0.126 2.678 0.384
H3 1.883 3.133 -1.678
C2 -0.831 1.722 1.133
N1 -1.731 -1.571 -1.245
N2 0.347 -0.948 -1.467
H4 1.779 4.360 -0.492
H5 -0.906 -0.993 2.586
C3 -0.201 0.649 1.759
C4 0.329 -2.313 -1.376
H6 1.640 -0.382 2.177
O1 -1.002 -0.049 2.624
C5 -1.481 -4.107 -1.343
H7 -1.364 0.463 -1.162
C6 1.243 2.406 0.254
C7 -0.968 -2.713 -1.216
H8 1.263 -2.815 -1.571
H9 -0.603 3.607 0.124
H10 -1.986 -4.485 -0.455
H11 -0.635 -4.786 -1.484
H12 1.186 -0.394 -1.560
C8 1.895 1.391 0.958
C9 2.079 3.318 -0.615
H13 -1.912 1.674 1.202
C10 1.159 0.423 1.637
H14 3.153 3.263 -0.460
C11 -0.974 -0.529 -1.256

Population analysis type natural (NBO), resulting atomic charges in e:
1 H 0.224
2 H 0.210
3 C -0.216
4 H 0.213
5 C -0.242
6 N -0.462
7 N -0.536
8 H 0.216
9 H 0.486
10 C 0.282
11 C -0.101
12 H 0.219
13 O -0.692
14 C -0.628
15 H 0.212
16 C -0.039
17 C 0.071
18 H 0.207
19 H 0.225
20 H 0.216
21 H 0.212
22 H 0.419
23 C -0.216
24 C -0.629
25 H 0.228
26 C -0.258
27 H 0.215
28 C 0.164



Among the records above, which one has the highest total energy?
C2H3P